Entry from the OMol25 dataset: C23H26F3NO5 in the gas phase (wB97M-V/def2-TZVPD).

Computed properties:
Electronic energy   -44153.907 eV
SMILES   CCOC(=O)C1=CN(C[C@@H]2CCCO2)C=C(C(=O)OCC)C1c1ccccc1C(F)(F)F
Gap between HOMO and LUMO   0.3038 Ha
Energy relative to the best compared isomer or geometry (same formula, charge and spin)   0.133 eV
E_HOMO   -7.897 eV
Total charge   0
E_LUMO   0.369 eV

```
58
Properties=species:S:1:pos:R:3:mulliken_charge:R:1
C -2.322 1.910 -4.648 -1.1759
C -1.365 2.435 -3.587 -0.3674
O -1.336 1.584 -2.445 -0.0761
C -0.518 0.519 -2.498 0.0157
O 0.175 0.261 -3.459 -0.6783
C -0.559 -0.287 -1.275 -0.6367
C 0.071 -1.477 -1.312 -0.7602
N 0.160 -2.322 -0.244 0.4404
C 0.770 -3.622 -0.388 -1.2541
C 2.236 -3.594 -0.862 0.3294
C 3.117 -2.522 -0.188 -0.6697
C 3.519 -1.601 -1.343 -0.0481
C 3.371 -2.521 -2.553 -0.6959
O 2.264 -3.349 -2.258 -0.5164
C -0.359 -1.911 0.948 -0.0703
C -1.047 -0.764 1.101 -1.0775
C -1.606 -0.381 2.400 0.1537
O -2.288 0.604 2.580 -0.6738
O -1.306 -1.258 3.377 -0.3659
C -1.767 -0.927 4.686 -0.2708
C -0.861 0.098 5.353 -1.0500
C -1.341 0.173 -0.057 0.8207
C -1.119 1.628 0.316 0.7532
C -2.167 2.515 0.081 -0.4805
C -2.080 3.856 0.392 -0.8851
C -0.925 4.357 0.967 -0.7280
C 0.126 3.501 1.221 -1.0446
C 0.042 2.148 0.894 0.6669
C 1.234 1.315 1.270 0.8833
F 1.567 0.360 0.388 -0.2532
F 2.352 2.051 1.414 -0.3270
F 1.081 0.680 2.453 -0.2547
H -3.318 1.788 -4.230 0.2894
H -2.368 2.610 -5.478 0.4097
H -1.972 0.949 -5.016 0.2859
H -0.353 2.512 -3.998 0.3396
H -1.689 3.406 -3.207 0.3550
H 0.560 -1.802 -2.218 0.8542
H 0.209 -4.207 -1.125 0.3535
H 0.720 -4.131 0.576 0.3463
H 2.647 -4.600 -0.674 0.4987
H 3.994 -2.986 0.262 0.4592
H 2.575 -1.985 0.586 0.0543
H 2.823 -0.768 -1.425 -0.1671
H 4.529 -1.213 -1.240 0.5577
H 4.272 -3.137 -2.689 0.3213
H 3.150 -1.994 -3.481 0.3862
H -0.196 -2.559 1.795 0.5410
H -2.789 -0.539 4.616 0.2979
H -1.764 -1.873 5.232 0.3290
H 0.167 -0.256 5.355 0.2634
H -0.904 1.037 4.807 0.2615
H -1.188 0.266 6.375 0.4194
H -2.414 0.099 -0.293 0.9988
H -3.076 2.133 -0.354 0.4334
H -2.917 4.510 0.196 0.4572
H -0.843 5.401 1.225 0.4307
H 1.026 3.880 1.680 0.5207
```

=====

Entry from the OMol25 dataset: a gas-phase ion, C5H10NO2 (charge -1) (wB97M-V/def2-TZVPD).

Computed properties:
Electronic energy   -10933.873 eV
SMILES   CC(C)[C@H](N)C(=O)[O-]
Gap between HOMO and LUMO   0.2938 Ha
Energy relative to the best compared isomer or geometry (same formula, charge and spin)   0.391 eV
E_HOMO   -4.168 eV
Total charge   -1
E_LUMO   3.827 eV

```
18
Properties=species:S:1:pos:R:3:mulliken_charge:R:1
C -0.847 -0.064 -1.716 -1.6112
C -0.179 -0.574 -0.387 0.3614
C 1.375 -0.614 -0.543 -1.1276
C -0.655 0.224 0.834 -0.1104
N -0.564 1.676 0.664 -0.7048
C 0.116 -0.293 2.095 0.3930
O 1.040 0.459 2.497 -0.7409
O -0.282 -1.394 2.516 -0.7342
H -1.795 0.418 -1.482 0.3242
H -0.981 -0.909 -2.389 0.4204
H -0.126 0.606 -2.174 0.3750
H -0.534 -1.591 -0.208 0.3699
H 1.759 -0.067 0.326 0.2649
H 1.721 -0.190 -1.479 0.3468
H 1.744 -1.630 -0.400 0.2399
H -1.698 -0.029 1.035 0.3608
H 0.313 1.985 1.111 0.3183
H -0.407 1.989 -0.299 0.2546
```

=====

Entry from the OMol25 dataset: 6 unconnected molecules or ions with the total composition C32H77BrClNO20PS5 (wB97M-V/def2-TZVPD).

Computed properties:
Electronic energy   -222902.911 eV
Gap between HOMO and LUMO   0.2399 Ha
E_HOMO   -4.888 eV
Total charge   -1
E_LUMO   1.640 eV

```
138
Properties=species:S:1:pos:R:3:mulliken_charge:R:1
C -3.360 1.166 -0.308 -1.2330
C -2.431 0.410 -1.277 -0.8247
C -2.621 -1.117 -1.255 -0.6795
C -1.461 -1.838 -0.552 0.7451
C -1.398 -1.439 0.918 -1.9436
C -1.380 -3.355 -0.795 -0.2294
C -2.611 -4.255 -0.528 -0.7902
Br -3.078 -4.394 1.362 -0.1585
C -3.888 -3.987 -1.329 -0.2278
C -4.691 -5.261 -1.554 -1.5003
O -0.370 -3.830 0.071 -0.2580
P 0.861 -4.856 -0.577 1.1631
O -0.027 -6.261 -0.057 -0.5932
C 1.977 -3.369 -1.050 -1.8041
O 1.573 -2.165 -0.406 0.0708
C 2.577 -1.216 -0.214 -0.6121
C 3.356 -0.796 -1.436 0.3211
O 2.479 -0.387 -2.456 -0.0276
C 3.192 0.215 -3.503 0.0990
C 2.254 0.406 -4.683 -1.3648
N 2.010 -5.962 -1.340 -0.4973
C 2.636 -6.984 -0.514 -0.4620
C 2.105 -8.375 -0.839 -1.2815
O -0.048 -4.815 -2.090 -0.6258
C -0.915 -3.796 -2.218 0.5843
Cl -0.246 -2.422 -3.262 -0.2723
H -4.296 1.444 -0.785 0.4160
H -2.876 2.027 0.145 0.2813
H -3.616 0.492 0.512 0.2780
H -1.397 0.654 -1.048 0.3003
H -2.668 0.736 -2.289 0.4073
H -2.642 -1.463 -2.289 0.5097
H -3.578 -1.391 -0.812 0.1752
H -0.552 -1.459 -1.011 0.0546
H -2.303 -1.691 1.467 0.3590
H -0.526 -1.867 1.403 0.3019
H -1.293 -0.352 0.970 0.4121
H -2.258 -5.256 -0.773 0.7796
H -3.642 -3.504 -2.272 0.3665
H -4.514 -3.284 -0.782 0.2697
H -4.803 -5.788 -0.607 0.3495
H -4.217 -5.914 -2.284 0.3790
H -5.690 -5.018 -1.911 0.2374
H 1.497 -4.804 0.720 -0.2254
H -0.431 -5.983 0.760 0.2142
H 2.066 -3.204 -2.129 0.2831
H 2.971 -3.652 -0.676 0.7551
H 2.076 -0.324 0.171 0.2197
H 3.281 -1.578 0.546 0.1630
H 4.030 -1.587 -1.778 0.4002
H 3.980 0.055 -1.131 -0.3610
H 4.047 -0.412 -3.778 0.3591
H 3.550 1.197 -3.175 -0.0234
H 2.598 1.194 -5.349 0.4353
H 1.276 0.667 -4.282 0.2349
H 2.128 -0.525 -5.229 0.3041
H 2.696 -5.470 -1.887 0.2606
H 2.532 -6.766 0.551 0.2859
H 3.712 -6.976 -0.726 0.3961
H 2.443 -8.675 -1.830 0.3319
H 2.381 -9.121 -0.093 0.3487
H 1.018 -8.322 -0.873 0.2550
H -1.744 -4.138 -2.835 0.8511
O -3.474 3.595 2.372 -0.5935
S -4.127 3.509 3.640 1.2629
O -5.101 2.492 3.883 -0.6557
O -4.759 4.934 3.976 -0.3179
C -5.634 5.514 2.984 -0.3237
C -6.999 4.858 2.939 -0.9774
C -2.928 3.479 4.926 -0.9355
H -5.140 5.482 2.012 0.3103
H -5.720 6.558 3.279 0.2737
H -6.935 3.826 2.599 0.2980
H -7.644 5.406 2.251 0.3860
H -7.456 4.856 3.928 0.2620
H -2.203 4.269 4.753 0.2243
H -2.451 2.503 4.876 0.3778
H -3.435 3.605 5.878 0.4010
O 5.647 -0.171 0.965 -0.6306
S 5.333 0.491 2.194 1.2207
O 4.624 1.734 2.163 -0.4641
O 6.672 0.664 3.030 -0.3195
C 7.791 1.295 2.363 -0.3621
C 7.625 2.792 2.202 -0.8463
C 4.503 -0.610 3.283 -1.0578
H 7.955 0.803 1.403 0.3210
H 8.643 1.068 3.001 0.2737
H 6.809 3.037 1.524 0.2639
H 8.542 3.218 1.793 0.3560
H 7.414 3.259 3.164 0.3151
H 5.044 -1.551 3.314 0.3544
H 3.506 -0.758 2.871 0.3061
H 4.445 -0.148 4.264 0.3819
O 2.874 4.580 5.493 -0.6551
S 1.569 4.974 5.060 1.2487
O 0.424 4.246 5.513 -0.5725
O 1.554 5.084 3.484 -0.3011
C 2.010 3.939 2.711 -0.4513
C 1.007 2.806 2.685 -0.6551
C 1.322 6.684 5.397 -0.9768
H 2.979 3.609 3.086 0.3595
H 2.164 4.334 1.710 0.2655
H 0.877 2.363 3.671 0.3409
H 1.358 2.030 2.004 0.0916
H 0.032 3.159 2.348 0.3230
H 2.182 7.242 5.039 0.3186
H 1.225 6.778 6.476 0.3738
H 0.408 7.006 4.906 0.3133
O -7.336 -2.679 -2.882 -0.5847
S -8.629 -3.207 -2.583 1.1870
O -9.290 -4.059 -3.522 -0.6411
O -9.595 -1.997 -2.205 -0.2621
C -9.686 -0.906 -3.146 -0.3472
C -10.509 -1.246 -4.372 -0.9769
C -8.612 -3.985 -1.007 -0.9723
H -8.679 -0.582 -3.413 0.3332
H -10.154 -0.103 -2.581 0.2718
H -10.031 -2.016 -4.974 0.3023
H -10.630 -0.354 -4.987 0.3831
H -11.494 -1.613 -4.082 0.2598
H -8.131 -3.324 -0.292 0.3195
H -8.041 -4.903 -1.122 0.3811
H -9.636 -4.208 -0.718 0.3679
O 7.057 3.824 -0.295 -0.6994
S 7.104 3.372 -1.653 1.2301
O 8.360 2.979 -2.216 -0.6698
O 6.441 4.489 -2.575 -0.3012
C 6.935 5.838 -2.446 -0.3368
C 8.288 6.041 -3.098 -0.9959
C 5.913 2.113 -1.928 -1.1400
H 6.951 6.112 -1.390 0.2997
H 6.180 6.448 -2.937 0.2947
H 9.065 5.473 -2.590 0.2998
H 8.555 7.098 -3.062 0.3940
H 8.264 5.716 -4.138 0.2627
H 4.960 2.432 -1.517 0.3695
H 6.269 1.224 -1.408 0.3941
H 5.844 1.921 -2.994 0.4863
```

=====

Entry from the OMol25 dataset: 2 unconnected molecules or ions with the total composition C14H10F3O2 (wB97M-V/def2-TZVPD).

Computed properties:
Electronic energy   -26928.965 eV
Gap between HOMO and LUMO   0.2373 Ha
E_HOMO   -3.384 eV
Total charge   -1
E_LUMO   3.075 eV

```
29
Properties=species:S:1:pos:R:3:mulliken_charge:R:1
C -4.775 -0.051 1.782 -0.3972
C -4.248 -1.353 1.683 -0.4263
C -2.868 -1.549 1.593 -0.4333
C -2.004 -0.445 1.589 0.6614
C -0.510 -0.617 1.525 0.1276
O 0.248 0.133 2.111 -0.5350
C -2.510 0.841 1.753 -0.5006
C -3.893 1.048 1.841 -0.3917
H -5.863 0.106 1.795 0.3294
H -4.933 -2.203 1.659 0.3351
H -2.433 -2.542 1.553 0.3456
H -0.243 -1.540 0.995 0.1194
H -1.832 1.684 1.852 0.3889
H -4.289 2.053 1.942 0.3567
F 2.668 3.258 -2.031 -0.3195
C 1.770 2.288 -1.645 0.9487
F 1.231 2.709 -0.467 -0.2484
F 0.764 2.299 -2.574 -0.2848
C 2.421 0.941 -1.543 -0.1186
C 1.602 -0.206 -1.082 0.1897
O 0.493 -0.080 -0.503 -0.7760
C 2.221 -1.487 -1.319 -0.6059
C 3.547 -1.627 -1.644 -0.3100
C 4.343 -0.499 -1.885 -0.4571
C 3.749 0.781 -1.868 -0.2932
H 1.601 -2.369 -1.150 0.3222
H 3.965 -2.634 -1.714 0.3262
H 5.411 -0.584 -2.122 0.3023
H 4.367 1.644 -2.124 0.3446
```

=====

Copy entry 4 word for word.
Entry from the OMol25 dataset: 2 unconnected molecules or ions with the total composition C14H10F3O2 (wB97M-V/def2-TZVPD).

Computed properties:
Electronic energy   -26928.965 eV
Gap between HOMO and LUMO   0.2373 Ha
E_HOMO   -3.384 eV
Total charge   -1
E_LUMO   3.075 eV

```
29
Properties=species:S:1:pos:R:3:mulliken_charge:R:1
C -4.775 -0.051 1.782 -0.3972
C -4.248 -1.353 1.683 -0.4263
C -2.868 -1.549 1.593 -0.4333
C -2.004 -0.445 1.589 0.6614
C -0.510 -0.617 1.525 0.1276
O 0.248 0.133 2.111 -0.5350
C -2.510 0.841 1.753 -0.5006
C -3.893 1.048 1.841 -0.3917
H -5.863 0.106 1.795 0.3294
H -4.933 -2.203 1.659 0.3351
H -2.433 -2.542 1.553 0.3456
H -0.243 -1.540 0.995 0.1194
H -1.832 1.684 1.852 0.3889
H -4.289 2.053 1.942 0.3567
F 2.668 3.258 -2.031 -0.3195
C 1.770 2.288 -1.645 0.9487
F 1.231 2.709 -0.467 -0.2484
F 0.764 2.299 -2.574 -0.2848
C 2.421 0.941 -1.543 -0.1186
C 1.602 -0.206 -1.082 0.1897
O 0.493 -0.080 -0.503 -0.7760
C 2.221 -1.487 -1.319 -0.6059
C 3.547 -1.627 -1.644 -0.3100
C 4.343 -0.499 -1.885 -0.4571
C 3.749 0.781 -1.868 -0.2932
H 1.601 -2.369 -1.150 0.3222
H 3.965 -2.634 -1.714 0.3262
H 5.411 -0.584 -2.122 0.3023
H 4.367 1.644 -2.124 0.3446
```